Density functional theory data (ωB97M-V/def2-TZVPD) for 8 unconnected molecules or ions with the total composition C5H25NO8.

Computed properties:
energy relative to the best compared isomer or geometry (same formula, charge and spin) = 85.93 kcal/mol
gap between HOMO and LUMO = 9.1702 eV
structure (SMILES) = CNCCCC=O.O.O.O.O.O.O.O

Each line ends with the Löwdin charge.
Positions of all 39 atoms, in Å:
C1 -0.3080 0.5871 -2.3747  -0.1772
N1 -0.4069 0.8713 -0.9760  -0.1454
C2 -1.6081 1.6410 -0.7230  -0.2550
C3 -2.3102 1.1515 0.5478  -0.1788
C4 -1.5878 1.7870 1.7401  -0.1682
C5 -2.0671 3.1938 2.1648  -0.2768
O1 -2.5657 3.5234 3.2034  0.0448
H1 0.1582 1.3131 -3.1175  0.0965
H2 0.3731 -0.3510 -2.4595  0.0865
H3 -1.2501 0.3186 -2.7951  0.0596
H4 0.5160 1.3456 -0.6311  0.1274
H5 -2.3274 1.5666 -1.5977  0.1328
H6 -1.3437 2.6731 -0.5442  0.0969
H7 -3.2563 1.7074 0.5096  0.1095
H8 -2.4169 0.0723 0.6810  0.1054
H9 -0.4483 1.7388 1.5291  0.1291
H10 -1.6547 1.2599 2.6641  0.0922
H11 -1.8866 4.1047 1.4441  0.1348
O2 -1.0372 -4.6039 0.5665  -0.0608
H12 -1.6631 -3.9106 0.7500  0.0109
H13 -0.2240 -4.1301 0.3405  0.0138
O3 0.3977 -2.7214 -3.7899  -0.0779
H14 1.1675 -2.6930 -3.2055  0.0311
H15 -0.3795 -2.7833 -3.1936  0.0299
O4 1.3637 -3.0573 2.0168  -0.0793
H16 0.7428 -3.7295 2.4043  0.0687
H17 1.4294 -2.5894 2.8762  0.0688
O5 2.0546 -1.0035 0.1343  -0.1024
H18 2.9169 -1.3821 0.4528  0.0527
H19 1.5940 -1.8151 0.4559  0.0002
O6 -1.3466 -1.9686 -0.8156  -0.0393
H20 -0.8836 -1.1498 -0.9392  -0.0232
H21 -2.2439 -2.0179 -1.1253  0.0463
O7 5.4983 0.0517 -0.9407  -0.0474
H22 5.1488 0.9052 -0.6539  0.0378
H23 5.0238 -0.1757 -1.7204  0.0134
O8 1.6355 3.0206 0.3549  -0.0352
H24 2.0669 3.3677 1.1296  0.0414
H25 1.2892 3.7985 -0.0667  0.0363